No. 1
{
  "formula": "C2H4N4",
  "method": "the ωB97M-V functional and the def2-TZVPD basis",
  "relative_energy_kcal_mol": 75.5,
  "elements": ["N", "C", "N", "N", "C", "N", "H", "H", "H", "H"],
  "positions_angstrom": [[-0.3312, 0.9028, 1.8451], [-0.0767, 0.2319, 0.5571], [0.3388, -0.4460, 1.5626], [0.6369, -1.4509, -1.3407], [0.0649, -0.3446, -1.6120], [-0.3330, 0.5746, -0.6439], [-1.2469, 0.8569, 2.2799], [0.2833, 1.6394, 2.1762], [0.8366, -1.9617, -2.1991], [-0.1727, -0.0025, -2.6253]],
  "forces_ev_per_a": [[-0.2, 0.4, 0.3], [0.1, -0.2, 0.2], [0.0, 0.0, -0.4], [-0.1, 0.3, -0.2], [0.1, -0.2, 0.0], [0.1, -0.1, 0.2], [0.1, 0.0, -0.1], [-0.1, -0.1, -0.1], [0.0, 0.0, 0.1], [0.1, -0.1, 0.1]]
}

No. 2
{
  "formula": "C2H4N4",
  "method": "the ωB97M-V functional and the def2-TZVPD basis",
  "smiles": "[H]/N=N/C(N)=C=N",
  "relative_energy_kcal_mol": 76.5,
  "elements": ["N", "C", "N", "N", "N", "C", "H", "H", "H", "H"],
  "positions_angstrom": [[-0.3829, 1.0476, 1.4400], [-0.0444, 0.2844, 0.2998], [0.7873, 0.7751, -0.7398], [1.0568, -0.0695, -1.6220], [-0.8753, -1.9969, -0.3835], [-0.4963, -0.9362, 0.0746], [-1.3211, 1.4296, 1.4057], [0.2796, 1.8002, 1.5753], [1.5932, 0.4110, -2.3488], [-0.5431, -2.7395, 0.2234]],
  "forces_ev_per_a": [[0.0, 0.3, -0.2], [-0.1, -0.2, -0.2], [0.1, -0.2, -0.2], [0.2, 0.6, 0.1], [-0.8, 0.4, 1.0], [-0.1, -0.2, -0.1], [0.1, 0.1, -0.1], [0.0, 0.0, 0.0], [0.1, 0.1, 0.1], [0.5, -0.8, -0.5]]
}

No. 3
{
  "formula": "C2H4N4",
  "method": "the ωB97M-V functional and the def2-TZVPD basis",
  "relative_energy_kcal_mol": 99.5,
  "elements": ["C", "N", "N", "C", "N", "N", "H", "H", "H", "H"],
  "positions_angstrom": [[-1.6035, -0.0621, 0.0816], [-0.3121, -0.4126, 0.6532], [1.0012, 1.2051, 0.7413], [1.9688, 0.6672, 0.2972], [1.5998, -1.1267, -0.2957], [0.4622, -1.1458, 0.0024], [-2.3284, -0.8624, 0.2560], [-1.5398, 0.1570, -0.9886], [-1.9294, 0.8302, 0.6163], [3.0133, 0.7826, 0.0679]],
  "forces_ev_per_a": [[-0.2, 0.0, -0.1], [0.2, -0.1, -0.1], [0.7, -0.5, -0.3], [-0.6, 0.5, 0.3], [-0.8, -0.1, 0.2], [0.6, 0.2, 0.0], [0.1, 0.1, 0.0], [0.0, 0.0, 0.1], [0.0, -0.1, -0.1], [-0.1, 0.0, 0.0]]
}

Repeat the third record exactly.
{
  "formula": "C2H4N4",
  "method": "the ωB97M-V functional and the def2-TZVPD basis",
  "relative_energy_kcal_mol": 99.5,
  "elements": ["C", "N", "N", "C", "N", "N", "H", "H", "H", "H"],
  "positions_angstrom": [[-1.6035, -0.0621, 0.0816], [-0.3121, -0.4126, 0.6532], [1.0012, 1.2051, 0.7413], [1.9688, 0.6672, 0.2972], [1.5998, -1.1267, -0.2957], [0.4622, -1.1458, 0.0024], [-2.3284, -0.8624, 0.2560], [-1.5398, 0.1570, -0.9886], [-1.9294, 0.8302, 0.6163], [3.0133, 0.7826, 0.0679]],
  "forces_ev_per_a": [[-0.2, 0.0, -0.1], [0.2, -0.1, -0.1], [0.7, -0.5, -0.3], [-0.6, 0.5, 0.3], [-0.8, -0.1, 0.2], [0.6, 0.2, 0.0], [0.1, 0.1, 0.0], [0.0, 0.0, 0.1], [0.0, -0.1, -0.1], [-0.1, 0.0, 0.0]]
}